Record 1
Computed, not measured: a molecular structure, C46H37BaBrIN4O2PS2 in a non-equilibrium geometry, with wB97M-V/def2-TZVPD.

The geometry in XYZ format:
```
95
Properties=species:S:1:pos:R:3:mulliken_charge:R:1
Ba 0.132 -0.334 -0.595 0.0697
Br -6.020 -0.012 4.360 -0.1781
C -4.772 -0.684 3.113 -0.1722
C -3.834 0.167 2.557 -0.5184
C -2.901 -0.355 1.676 0.5182
C -2.901 -1.705 1.350 0.1185
C -3.870 -2.538 1.894 -0.6307
C -4.806 -2.030 2.778 -0.7935
N -1.863 -2.128 0.462 0.8752
C -1.844 -3.285 -0.049 -0.2526
C -0.776 -3.733 -0.989 0.3678
C -0.896 -4.970 -1.594 -0.8842
C 0.072 -5.366 -2.509 -0.4440
C 1.121 -4.512 -2.778 -0.8801
C 1.174 -3.293 -2.112 -0.2725
N 0.255 -2.913 -1.231 0.5395
H -3.823 1.221 2.802 0.5468
H -2.180 0.320 1.231 -0.1355
H -3.905 -3.594 1.661 0.3074
H -5.554 -2.677 3.214 0.4508
H -2.624 -4.026 0.142 0.1702
H -1.743 -5.604 -1.368 0.4394
H -0.006 -6.322 -3.008 0.4374
H 1.889 -4.767 -3.494 0.4311
H 1.982 -2.598 -2.296 0.3782
S -1.340 2.145 -1.381 -0.2323
C -2.143 1.576 -2.851 0.1407
C -3.379 2.154 -3.159 -0.8296
C -4.120 1.792 -4.271 0.5505
C -5.395 2.419 -4.507 -0.1179
N -6.417 2.916 -4.682 -0.5387
C -3.613 0.815 -5.134 0.6028
C -2.386 0.240 -4.850 -0.9232
C -1.628 0.585 -3.727 0.1898
S -0.085 -0.257 -3.514 -0.3881
C -4.339 0.389 -6.302 -0.1542
N -4.901 0.039 -7.243 -0.5497
H -3.770 2.909 -2.490 0.5147
H -1.994 -0.515 -5.518 0.4947
I -0.677 3.075 2.008 0.2620
C -1.014 3.310 4.069 -0.0787
C -1.634 4.507 4.317 -0.7476
C -1.920 4.943 5.624 -0.8909
C -1.540 4.168 6.669 -0.8711
C -0.898 2.923 6.454 1.0397
C -0.510 2.189 7.600 -0.8275
C 0.110 0.986 7.485 -1.2175
C 0.321 0.463 6.200 -0.2958
C -0.046 1.117 5.050 0.9202
P 0.231 0.131 3.509 1.5003
C -0.495 -1.495 3.931 0.5396
C -1.572 -1.641 4.803 -0.5654
C -2.195 -2.872 4.957 -0.7227
C -1.747 -3.979 4.251 -0.9388
C -0.681 -3.845 3.371 -0.4779
C -0.076 -2.610 3.201 -1.0279
C 2.037 -0.153 3.716 0.9134
C 2.854 0.896 3.290 -0.9651
C 4.231 0.838 3.456 -0.3713
C 4.816 -0.282 4.032 -0.6352
C 4.013 -1.335 4.451 -0.8631
C 2.634 -1.268 4.300 -0.2545
C -0.645 2.424 5.137 0.1504
H -1.899 5.143 3.484 0.4455
H -2.418 5.891 5.777 0.4029
H -1.718 4.482 7.690 0.3671
H -0.714 2.618 8.574 0.3910
H 0.421 0.427 8.358 0.4326
H 0.777 -0.516 6.121 0.3236
H -1.932 -0.788 5.365 0.5352
H -3.037 -2.963 5.632 0.4653
H -2.228 -4.940 4.383 0.4036
H -0.325 -4.701 2.811 0.5117
H 0.744 -2.516 2.497 0.3452
H 2.404 1.775 2.837 0.1927
H 4.848 1.668 3.133 0.4611
H 5.889 -0.331 4.160 0.4012
H 4.460 -2.209 4.908 0.4542
H 2.024 -2.095 4.642 0.4028
C 2.432 2.661 -0.862 -0.7399
O 2.598 1.246 -0.881 0.2984
C 3.866 0.809 -0.439 -0.0679
C 4.046 -0.599 -0.948 -0.8341
O 3.096 -1.501 -0.390 0.0952
C 3.454 -1.961 0.906 -0.6585
H 3.155 3.132 -1.533 0.2997
H 2.568 3.054 0.152 0.2817
H 1.422 2.867 -1.211 0.1578
H 3.928 0.856 0.655 -0.1563
H 4.659 1.445 -0.851 0.4685
H 5.063 -0.959 -0.763 0.4128
H 3.863 -0.598 -2.024 0.3179
H 2.737 -2.733 1.183 0.1592
H 3.431 -1.162 1.649 0.2381
H 4.455 -2.402 0.893 0.3695
```

Record 2
Computed, not measured: a molecular structure, C33H35N6RbSi, with wB97M-V/def2-TZVPD.

The geometry in XYZ format:
```
76
Properties=species:S:1:pos:R:3:mulliken_charge:R:1
Rb -0.508 0.206 0.614 0.8307
N 0.959 2.957 4.519 0.0532
C 0.637 2.302 3.385 -0.5258
N -0.274 1.399 3.283 -0.0741
C -1.027 1.060 4.401 0.1699
N -2.035 0.257 4.357 -0.8147
N -2.257 -0.287 3.103 0.3799
C -3.439 -0.729 2.943 -0.6139
C -3.877 -1.345 1.677 0.7437
C -5.196 -1.773 1.568 -0.7932
C -5.625 -2.341 0.380 -0.3363
C -4.724 -2.463 -0.663 -0.9301
C -3.426 -2.009 -0.465 -0.0852
N -3.004 -1.465 0.669 0.1113
C -0.675 1.673 5.693 0.6766
C -1.311 1.334 6.889 -0.2810
C -0.954 1.949 8.070 -0.7869
C 0.048 2.920 8.078 -0.3665
C 0.691 3.268 6.909 -0.8382
C 0.328 2.640 5.720 0.1740
H 1.680 3.658 4.499 0.2377
H 1.199 2.580 2.496 0.4582
H -4.180 -0.653 3.740 0.2967
H -5.872 -1.656 2.405 0.3559
H -6.647 -2.680 0.272 0.4262
H -5.009 -2.894 -1.613 0.4300
H -2.698 -2.075 -1.268 0.4078
H -2.088 0.584 6.853 0.4491
H -1.451 1.681 8.993 0.4004
H 0.326 3.403 9.005 0.3961
H 1.472 4.019 6.908 0.3614
C 1.024 2.291 -0.971 -1.2103
Si 1.315 1.159 -2.321 -0.2881
C 2.414 -0.293 -1.684 -1.0864
N 1.817 -1.189 -0.681 0.4108
C 1.003 -2.222 -1.333 0.2556
C 0.743 -3.390 -0.395 -0.6512
C 2.056 -4.135 -0.098 -0.7257
C 3.248 -3.171 -0.176 -0.6624
C 2.796 -1.781 0.251 -0.8016
C 2.249 1.647 -3.920 0.5514
C 3.646 1.636 -3.971 -0.2871
C 4.342 2.042 -5.102 -0.6574
C 3.650 2.480 -6.223 -0.4118
C 2.263 2.508 -6.197 -0.6955
C 1.579 2.096 -5.061 -0.1766
C -0.337 0.491 -3.007 0.1986
C -1.556 0.978 -2.532 -0.3533
C -2.773 0.493 -3.004 -0.6805
C -2.791 -0.503 -3.970 -0.4697
C -1.590 -0.995 -4.469 -0.7380
C -0.384 -0.496 -3.997 -0.0852
H 0.382 3.149 -1.191 0.2340
H 1.954 2.640 -0.507 0.1964
H 3.230 0.252 -1.196 0.4518
H 2.876 -0.865 -2.507 0.3840
H 1.505 -2.604 -2.239 0.2554
H 0.068 -1.778 -1.683 -0.4109
H 0.007 -4.062 -0.838 0.4542
H 0.299 -3.016 0.534 0.0705
H 2.190 -4.955 -0.808 0.3029
H 2.008 -4.586 0.896 0.3243
H 3.632 -3.117 -1.198 0.2667
H 4.072 -3.518 0.450 0.4181
H 3.643 -1.100 0.331 0.5117
H 2.354 -1.849 1.254 0.2328
H 4.217 1.306 -3.108 0.2798
H 5.426 2.018 -5.110 0.3867
H 4.188 2.797 -7.108 0.3604
H 1.713 2.851 -7.066 0.3777
H 0.494 2.124 -5.068 0.3345
H -1.547 1.769 -1.787 0.5333
H -3.704 0.897 -2.623 0.4413
H -3.733 -0.884 -4.345 0.4163
H -1.597 -1.761 -5.235 0.3933
H 0.545 -0.879 -4.408 0.4364
```

Record 3
Computed, not measured: 3 unconnected molecules or ions with the total composition C14H33O6S, with wB97M-V/def2-TZVPD.

As for the net charge: +1.

The geometry in XYZ format:
```
54
Properties=species:S:1:pos:R:3:mulliken_charge:R:1
C -0.232 3.618 0.721 -0.9241
C -0.741 2.861 -0.497 -0.2367
O -1.783 1.933 -0.155 -0.3632
C -3.039 2.299 -0.538 0.3114
O -3.556 1.808 -1.493 -0.4957
C -3.811 3.270 0.339 -0.5052
C -4.223 4.572 -0.373 -0.6397
C -3.319 5.795 -0.147 -0.5234
S -2.335 6.377 -1.562 0.0414
H -1.069 4.015 1.297 0.2711
H 0.429 4.438 0.424 0.3535
H 0.330 2.947 1.366 0.2222
H 0.070 2.279 -0.931 0.3152
H -1.130 3.536 -1.268 0.2317
H -3.308 3.451 1.288 0.3799
H -4.741 2.743 0.557 0.3853
H -5.200 4.859 0.016 0.2984
H -4.384 4.374 -1.434 0.4716
H -3.908 6.680 0.095 0.4805
H -2.593 5.666 0.655 0.3186
H -3.040 5.912 -2.609 0.2889
H -1.305 5.511 -1.595 0.2955
C 2.096 -0.415 0.044 -0.8142
O 1.503 0.579 0.872 -0.3602
C 0.410 0.087 1.634 0.0746
C 0.799 -0.235 3.061 -0.7409
O 1.699 -1.323 3.127 -0.3262
C 3.050 -0.942 3.322 -0.7377
H 3.037 -0.013 -0.328 0.3776
H 2.296 -1.334 0.596 0.3688
H 1.447 -0.642 -0.806 0.2221
H -0.027 -0.796 1.157 0.2553
H -0.352 0.871 1.641 0.1230
H -0.103 -0.519 3.613 0.3672
H 1.226 0.651 3.543 0.3390
H 3.207 -0.575 4.342 0.3255
H 3.359 -0.171 2.611 0.2966
H 3.662 -1.829 3.170 0.2566
C 2.096 -6.445 -3.014 -0.6894
O 1.183 -6.509 -1.933 -0.3669
C 1.764 -6.207 -0.676 -0.6285
C 1.437 -4.801 -0.228 -0.4150
O 2.011 -3.821 -1.083 -0.3430
C 1.100 -3.286 -2.020 -0.8023
H 1.515 -6.507 -3.933 0.2398
H 2.661 -5.510 -3.010 0.2911
H 2.795 -7.288 -2.982 0.3305
H 2.850 -6.346 -0.712 0.3447
H 1.358 -6.912 0.055 0.3775
H 1.844 -4.641 0.775 0.3516
H 0.351 -4.671 -0.177 0.3623
H 0.375 -2.632 -1.522 0.2663
H 0.562 -4.067 -2.562 0.3990
H 1.675 -2.695 -2.734 0.2784
```

Record 4
Computed, not measured: 2 unconnected molecules or ions with the total composition C4H13NOS in a non-equilibrium geometry, with wB97M-V/def2-TZVPD.

As for the spin multiplicity: 2. As for the net charge: +1.

The geometry in XYZ format:
```
20
Properties=species:S:1:pos:R:3:mulliken_charge:R:1
C 0.981 -0.793 -0.035 -0.5831
C 0.282 -0.460 -1.369 -0.6003
S 0.801 1.006 -2.354 0.1298
C 0.792 0.402 0.889 -0.6597
N -0.623 0.477 1.301 -0.3705
C -0.880 0.477 2.788 -0.9081
H 1.959 -1.038 -0.246 0.4754
H 0.454 -1.723 0.236 0.3812
H 0.496 -1.360 -1.987 0.4819
H -0.836 -0.486 -1.354 0.3727
H 2.128 0.901 -2.328 0.2448
H 1.245 1.349 0.536 0.3600
H 1.341 0.212 1.845 0.3076
H -1.166 1.278 0.790 0.2822
H -0.265 -0.336 3.246 0.3716
H -0.526 1.481 3.194 0.3426
H -1.918 0.362 3.165 0.3165
H -2.695 -2.007 1.072 0.2929
H -1.421 -0.923 1.124 0.4614
O -1.787 -1.863 0.705 -0.6988
```

Record-wise relative energy (zero: lowest compared OMol25 entry of this formula, charge and spin) values, in kJ/mol: 51.8; 0.0; 126.5; 201.6
Record-wise calculated total energy values, in eV: -168155.514; -52262.067; -38162.456; -18721.571